[1]
A molecular structure, C4H6N2O. Source: the Open Molecules 2025 dataset; level of theory: ωB97M-V with the def2-TZVPD basis set.

Geometry as XYZ:
```
13
Properties=species:S:1:pos:R:3:forces:R:3:lowdin_charge:R:1
C 0.9513 -0.8555 -1.0021 0.060 -0.883 -0.179 0.00
C 0.0427 1.2623 -0.3918 0.567 0.891 0.044 -0.03
O -1.2045 0.8183 -0.3002 -0.666 0.186 0.232 -0.05
C -1.2110 -0.2943 0.5065 0.215 -0.021 -0.121 -0.44
N -0.8147 -1.2776 -0.2547 0.456 -0.412 0.072 0.12
C -0.9304 -0.0947 1.9047 -0.123 -0.098 0.916 -0.17
N -0.8047 -0.0171 3.0571 -0.075 -0.047 -1.042 0.15
H 1.0332 -1.9493 -1.0728 -0.063 0.359 0.026 0.04
H 0.8985 -0.4506 -2.0072 0.014 0.058 0.112 0.04
H 1.7958 -0.4983 -0.4109 -0.227 0.078 -0.064 0.04
H 0.1541 2.1128 -1.0643 0.034 -0.220 0.086 0.10
H 0.6582 1.2136 0.5096 -0.078 0.011 -0.176 0.09
H -0.6394 -2.1571 0.2251 -0.115 0.097 0.094 0.10
```
Positions in Å, forces in eV/Å.

Energy above the lowest of the compared OMol25 structures with the same formula, charge and spin (kJ/mol): 665.8
Total charge: 0
Lowest unoccupied orbital energy (spin up / spin down) (eV): -0.83 / -0.04
F_max (hartree/bohr): 0.0206
Gap between HOMO and LUMO (spin up / spin down) (eV): 7.1 / 7.9

[2]
2 unconnected molecules or ions with the total composition C3H10NO2. Source: the Open Molecules 2025 dataset; level of theory: ωB97M-V with the def2-TZVPD basis set.

Geometry as XYZ:
```
16
Properties=species:S:1:pos:R:3:forces:R:3:lowdin_charge:R:1
C 1.9171 0.2343 -0.4873 -0.779 0.038 0.173 0.10
C -0.5754 -1.7932 0.0648 1.961 -3.361 -0.536 -0.10
C -0.8205 0.5161 -0.2767 1.076 -1.590 -2.074 -0.36
N -0.5637 1.1433 1.0998 -3.180 -2.014 1.602 0.28
O -1.3442 1.4572 -1.0418 -0.305 0.761 0.490 0.13
O -1.2968 -0.7610 -0.5290 -1.213 2.663 1.608 -0.03
H 2.0180 0.1398 -1.5468 -0.128 0.425 -0.573 0.01
H 2.2102 1.1821 -0.0217 0.010 -0.477 -0.149 0.02
H 2.1276 -0.7215 -0.0279 0.217 0.354 0.538 0.01
H -0.5682 -2.6975 -0.6268 -0.145 1.422 0.353 0.13
H -0.7974 -2.3510 1.0243 -0.718 1.769 -0.450 0.12
H 0.4325 -1.3931 0.0686 0.260 -0.678 0.441 0.03
H -1.1834 1.9221 1.4533 0.673 -0.406 -1.007 0.20
H 0.3863 1.3322 0.9731 1.990 1.235 0.237 0.09
H -0.6200 0.4360 1.8832 0.128 0.436 -1.093 0.20
H -1.3221 1.3542 -2.0090 0.154 -0.577 0.439 0.17
```
Positions in Å, forces in eV/Å.

Energy above the lowest of the compared OMol25 structures with the same formula, charge and spin (kJ/mol): 570.1
Total charge: +1
Lowest unoccupied orbital energy (spin up / spin down) (eV): -4.15 / -4.17
F_max (hartree/bohr): 0.0796
Gap between HOMO and LUMO (spin up / spin down) (eV): 9.1 / 8.6

[3]
A molecular structure, C36H27F5N8ORu. Source: the Open Molecules 2025 dataset; level of theory: ωB97M-V with the def2-TZVPD basis set.

Geometry as XYZ:
```
78
Properties=species:S:1:pos:R:3:forces:R:3:lowdin_charge:R:1
Ru 1.0283 0.1029 0.0517 -2.676 1.393 -1.788 1.49
C -3.0184 -5.3909 2.3685 -0.890 -0.489 -1.006 -0.06
C -2.3010 -4.1004 2.0266 0.511 1.015 0.136 -0.22
C -2.7122 -2.8757 2.7136 0.919 -1.718 -0.305 -0.03
C -1.9224 -1.7563 2.6476 0.411 0.434 -1.542 -0.03
C -1.1238 -1.5821 1.4464 1.592 -0.815 0.419 -0.20
N -0.7447 -0.2712 1.0281 -0.742 -0.104 0.787 -0.06
C -1.7707 0.6553 1.0039 -0.275 -1.595 -0.083 -0.20
C -3.1177 0.1841 0.9586 -0.817 0.521 0.400 -0.02
C -4.2106 1.0168 1.2392 0.543 -0.018 -0.096 -0.01
C -4.0190 2.4431 1.4029 2.164 -0.810 -0.130 -0.24
C -5.1118 3.3733 1.7834 -1.256 -0.046 0.053 -0.05
C -2.7059 2.9324 1.2404 -0.469 -0.330 -0.425 0.00
C -1.5610 2.0788 1.0669 -0.035 1.137 0.247 -0.14
N -0.3447 2.6794 1.0882 -0.258 -1.230 -1.019 -0.06
C -0.1054 4.0039 1.3573 -0.896 1.682 1.604 -0.10
C 1.2375 4.2507 1.3157 0.696 -0.799 -1.424 -0.06
C 1.7832 3.1281 0.6311 0.730 1.413 1.657 -0.16
N 0.8429 2.1365 0.5487 -0.164 -1.029 -0.098 -0.11
C -0.6563 -2.7651 0.7632 -2.438 0.986 1.808 -0.13
C -1.2009 -4.0347 1.1413 -0.542 0.331 -0.244 0.02
N -0.0106 -2.7109 -0.4685 1.602 -1.552 -1.787 -0.05
C -0.0313 -3.7834 -1.3641 -0.061 1.929 -0.439 -0.01
C 0.7884 -3.4402 -2.4240 0.421 1.152 0.846 -0.01
C 1.3980 -2.1905 -2.0692 -1.132 -1.132 1.346 -0.09
N 0.9345 -1.7853 -0.8588 -0.487 -1.662 -0.894 -0.05
H -2.4390 -6.1611 2.8960 0.184 0.570 0.009 0.09
H -3.4201 -5.9398 1.4613 0.452 0.816 0.798 0.10
H -3.8854 -5.1305 2.9879 0.191 -0.272 -0.091 0.07
H -3.6330 -2.8287 3.2973 0.517 -0.485 0.332 0.12
H -1.9944 -0.9522 3.3985 -0.350 -0.147 -0.891 0.14
H -3.2620 -0.9018 0.7994 -0.089 1.057 0.043 0.12
H -5.2210 0.5927 1.3388 0.564 0.243 -0.181 0.11
H -4.8513 3.9250 2.6887 0.169 0.074 -0.145 0.09
H -6.0543 2.8364 2.0376 0.631 0.257 -0.402 0.09
H -5.3372 4.1057 0.9891 0.130 -0.273 0.271 0.10
H -2.5001 3.9911 1.0255 -0.575 -0.534 0.570 0.11
H -0.8934 4.6712 1.7082 0.502 -0.513 -0.002 0.11
H 1.7203 5.1437 1.7026 -0.020 -0.222 -0.565 0.11
H 2.8337 3.0345 0.3257 -0.740 -0.421 0.145 0.10
H -0.8634 -4.9044 0.5107 -0.538 0.769 1.522 0.12
H -0.7335 -4.6094 -1.2461 0.455 0.554 -0.251 0.12
H 0.9062 -3.9386 -3.3659 0.105 -0.266 0.005 0.10
H 2.1493 -1.6172 -2.5970 -0.376 -0.109 0.083 0.10
N 4.0361 -1.2379 -0.1086 -0.933 0.617 0.118 0.13
C 3.8688 -0.2651 -1.1199 -0.136 -0.363 0.367 -0.30
C 4.9329 -0.0223 -1.9867 0.151 0.456 -0.547 0.01
C 4.7955 1.0141 -2.9180 -1.049 0.203 0.687 0.00
C 3.6016 1.8000 -2.9473 0.612 -1.387 0.442 -0.01
C 2.5966 1.4675 -2.0535 1.465 -1.015 -0.373 -0.10
N 2.7048 0.3943 -1.1947 0.688 1.752 -0.308 -0.02
C 3.5649 -1.0866 1.2049 -0.027 0.098 -0.123 -0.29
C 4.3819 -1.5312 2.2397 1.792 -0.254 -0.279 -0.01
C 3.9847 -1.3535 3.5355 -2.015 0.447 0.564 -0.01
C 2.6599 -0.8166 3.8492 2.486 -0.479 -0.817 -0.01
C 1.9904 -0.3756 2.7499 -1.289 0.583 0.693 -0.14
N 2.4032 -0.4876 1.4689 2.138 -1.121 1.457 -0.04
H 4.8476 -1.8379 -0.1677 -0.045 0.306 -0.180 0.14
H 5.8340 -0.6480 -1.8645 -0.445 0.647 -0.306 0.13
H 5.5900 1.3045 -3.5810 0.292 -0.252 -0.166 0.11
H 3.4603 2.5670 -3.7035 0.051 -0.002 0.361 0.12
H 1.6928 2.0266 -2.0373 -0.685 0.141 0.213 0.09
H 5.4413 -1.8745 1.9809 -1.689 0.355 0.564 0.15
H 4.6809 -1.6023 4.2988 0.283 -0.214 0.695 0.11
H 2.2711 -0.6227 4.8533 0.361 -0.308 -0.435 0.12
H 1.0181 0.1327 2.9167 0.664 -0.306 -0.475 0.12
F -2.5425 2.2084 -6.1764 0.526 0.230 0.971 0.11
C -1.8411 1.9948 -5.0361 0.295 0.170 -0.389 -0.12
C -2.1512 2.5589 -3.8080 -0.890 0.558 -0.159 -0.15
F -3.1425 3.4390 -3.6906 -0.296 0.232 -0.278 0.13
C -1.5096 2.1866 -2.6549 0.160 0.497 1.478 -0.09
F -1.8095 2.7702 -1.4256 -0.188 -0.559 -2.057 0.08
C -0.6010 1.1349 -2.6125 -1.047 0.281 -0.702 -0.30
O -0.4165 0.5724 -1.4572 1.020 -0.180 -1.211 -0.18
C -0.1462 0.7625 -3.9122 1.318 -1.046 2.501 -0.12
F 0.8824 -0.1466 -3.9094 -0.397 0.284 -0.579 0.05
C -0.7004 1.1983 -5.0677 -0.701 -0.183 -1.602 -0.15
F -0.2455 0.7609 -6.2615 -0.133 0.049 0.601 0.11
```
Positions in Å, forces in eV/Å.

Energy above the lowest of the compared OMol25 structures with the same formula, charge and spin (kJ/mol): 0.0
Total charge: +1
⟨S²⟩: 8.795
Lowest unoccupied orbital energy (spin up / spin down) (eV): -2.84 / -4.77
F_max (hartree/bohr): 0.0682
2S+1: 6
Gap between HOMO and LUMO (spin up / spin down) (eV): 3.9 / 5.2

[4]
2 unconnected molecules or ions with the total composition C2H7N3. Source: the Open Molecules 2025 dataset; level of theory: ωB97M-V with the def2-TZVPD basis set.

Geometry as XYZ:
```
12
Properties=species:S:1:pos:R:3:forces:R:3:lowdin_charge:R:1
H 0.3392 1.5398 -1.2554 -1.651 -0.174 -0.289 0.03
N 0.2951 2.1556 -0.4645 2.421 0.958 0.557 0.04
C 0.2371 1.6686 0.6918 -2.934 -1.953 -0.609 -0.35
N -0.7245 0.6401 1.0915 1.793 1.154 -0.016 0.02
H 0.9107 1.8982 1.5258 -0.252 0.610 -0.027 0.10
H -1.7603 0.6016 0.8704 2.520 -0.189 0.264 0.11
H -0.1339 0.0201 1.6583 -1.936 -0.371 0.131 0.06
C -0.4531 -2.2820 -0.7812 1.811 2.073 0.982 -0.14
N 0.7746 -2.0015 -0.5255 -0.850 -1.899 -0.057 0.00
H -0.9539 -2.8323 0.0018 -0.569 -0.199 -0.172 0.05
H -0.9781 -1.6759 -1.5246 -0.338 -0.930 -0.399 0.06
H 1.2424 -1.5603 -1.2971 -0.015 0.920 -0.364 0.02
```
Positions in Å, forces in eV/Å.

Energy above the lowest of the compared OMol25 structures with the same formula, charge and spin (kJ/mol): 301.6
Total charge: 0
Lowest unoccupied orbital energy (eV): 0.97
F_max (hartree/bohr): 0.0696
Gap between HOMO and LUMO (eV): 9.9
Structure (SMILES): [H]/N=C\N.C=N

> The highest F_max belongs to which entry?

C3H10NO2